[1]
The following is a quantum chemistry calculation of a structure of composition C4H11BClF4MgRh at a distorted geometry, from OMol25.

Results
HOMO level (spin up / spin down) (Eh): -0.0025 / -0.0045
Total charge: -2
2S+1: 5

Geometry (Å):
Rh (-1.019, -1.287, 0.327)
Cl (0.512, -0.473, -1.176)
C (-0.277, -1.299, 2.081)
H (-1.102, -1.636, 2.722)
H (0.097, -0.291, 2.294)
H (0.515, -2.045, 1.993)
Mg (0.835, 1.735, -0.429)
C (2.797, 1.250, 0.304)
C (0.899, 2.346, -2.501)
C (-0.744, 2.098, 0.924)
H (-0.080, 2.078, -2.934)
H (1.057, 3.443, -2.524)
H (1.714, 1.783, -2.994)
H (2.639, 0.512, 1.102)
H (3.398, 0.820, -0.515)
H (3.250, 2.177, 0.714)
H (-0.631, 2.064, 2.045)
H (-1.766, 2.481, 0.644)
F (-2.504, -1.931, -1.161)
B (-2.447, -3.223, -0.430)
F (-2.576, -2.901, 0.968)
F (-3.444, -4.033, -0.866)
F (-1.123, -3.669, -0.588)

Atom charges from the Löwdin analysis, given in e for atoms 1 to 4:
1. Rh 0.825
2. Cl 0.093
3. C -0.351
4. H -0.026

---

[2]
The following is a quantum chemistry calculation of the molecule C2H3NOS2 at a distorted geometry, from OMol25.

Results
HOMO level (Eh): -0.3356
Structure (SMILES): O=CSNC=S
Total charge: 0

Geometry (Å):
O (1.181, 1.143, -2.253)
C (1.575, 1.406, -1.085)
S (1.036, 0.510, 0.214)
N (-0.154, -0.523, -0.548)
C (-1.365, -0.911, 0.091)
S (-1.670, -1.054, 1.723)
H (2.537, 2.004, -0.860)
H (0.004, -0.587, -1.486)
H (-2.027, -1.175, -0.822)

Atom charges from the Löwdin analysis, given in e for atoms 1 to 4:
1. O -0.100
2. C -0.628
3. S 0.992
4. N -0.329

---

[3]
The following is a quantum chemistry calculation of the molecule C2H4N2OS at a distorted geometry, from OMol25.

Results
HOMO level (Eh): -0.3360
Structure (SMILES): [H]/N=C/NOC=S
Total charge: 0

Geometry (Å):
H (2.643, -1.097, 0.537)
N (1.931, -0.754, -0.187)
C (1.146, 0.063, 0.454)
N (0.337, 0.929, -0.268)
O (-1.049, 0.984, 0.230)
C (-1.708, -0.025, -0.235)
S (-3.273, -0.264, 0.110)
H (1.036, 0.154, 1.584)
H (0.163, 0.708, -1.334)
H (-1.226, -0.698, -0.890)

Atom charges from the Löwdin analysis, given in e for atoms 1 to 4:
1. H 0.072
2. N 0.074
3. C -0.317
4. N 0.007

---

[4]
The following is a quantum chemistry calculation of a cluster of 13 separate species, C23H76N4O13 in total at a distorted geometry, from OMol25.

Results
HOMO level (Eh): -0.3375
Total charge: 0

Geometry (Å):
C (5.060, 1.600, 2.882)
C (3.706, 1.516, 3.573)
C (3.641, 1.008, 5.023)
O (4.566, 1.685, 5.996)
C (4.341, 1.295, 7.402)
N (3.142, 2.911, 3.693)
H (5.598, 0.691, 3.149)
H (5.735, 2.412, 3.155)
H (4.939, 1.656, 1.800)
H (3.056, 0.912, 2.941)
H (4.027, -0.010, 4.985)
H (2.572, 1.078, 5.224)
H (3.919, 0.308, 7.594)
H (3.489, 1.913, 7.683)
H (5.276, 1.545, 7.903)
H (3.812, 3.568, 4.067)
H (2.379, 2.958, 4.354)
C (-0.743, -0.421, -0.427)
C (0.667, 0.018, -0.056)
C (0.864, 1.555, 0.119)
O (0.624, 2.310, -1.082)
C (1.550, 2.273, -2.188)
N (1.035, -0.769, 1.053)
H (-0.825, -1.496, -0.584)
H (-0.968, 0.007, -1.404)
H (-1.528, -0.006, 0.205)
H (1.278, -0.277, -0.909)
H (1.824, 1.858, 0.538)
H (0.156, 1.792, 0.913)
H (1.391, 3.172, -2.783)
H (1.397, 1.275, -2.599)
H (2.614, 2.378, -1.976)
H (2.023, -0.680, 1.239)
H (0.860, -1.760, 0.957)
C (-4.278, -2.176, 3.791)
C (-4.227, -2.972, 2.466)
C (-3.111, -2.400, 1.427)
O (-3.105, -3.359, 0.349)
C (-4.332, -3.385, -0.519)
N (-3.912, -4.325, 2.780)
H (-4.603, -1.136, 3.772)
H (-3.209, -2.142, 3.998)
H (-4.854, -2.621, 4.602)
H (-5.160, -2.804, 1.929)
H (-2.112, -2.365, 1.863)
H (-3.355, -1.391, 1.095)
H (-4.021, -4.149, -1.233)
H (-4.571, -2.491, -1.095)
H (-5.222, -3.774, -0.025)
H (-3.085, -4.339, 3.360)
H (-3.422, -4.787, 2.027)
C (-2.774, -2.264, -5.491)
C (-1.333, -2.128, -4.963)
C (-0.807, -0.708, -4.789)
O (-0.743, -0.113, -6.122)
C (-0.663, 1.293, -6.110)
N (-1.103, -2.803, -3.647)
H (-3.527, -2.258, -4.703)
H (-2.878, -3.217, -6.010)
H (-2.964, -1.438, -6.176)
H (-0.600, -2.574, -5.635)
H (0.114, -0.728, -4.206)
H (-1.634, -0.183, -4.310)
H (0.167, 1.397, -5.411)
H (-1.559, 1.695, -5.636)
H (-0.407, 1.702, -7.087)
H (-1.491, -3.734, -3.705)
H (-1.688, -2.314, -2.985)
O (0.249, -3.805, 0.823)
H (-0.692, -3.980, 0.800)
H (0.476, -3.599, -0.084)
O (4.073, -0.507, -0.355)
H (3.387, 0.005, 0.074)
H (4.384, -1.107, 0.324)
C (2.142, -2.554, -2.582)
O (1.173, -3.499, -2.205)
H (3.014, -2.689, -1.942)
H (2.501, -2.606, -3.610)
H (1.658, -1.589, -2.432)
H (0.483, -3.173, -2.787)
C (-5.430, 0.737, -0.839)
O (-4.133, 0.482, -1.237)
H (-5.492, 0.757, 0.249)
H (-5.759, 1.652, -1.331)
H (-6.071, -0.010, -1.307)
H (-3.567, 1.102, -0.772)
C (-1.752, 0.523, 3.434)
O (-2.993, 1.124, 3.106)
H (-1.471, -0.048, 2.549)
H (-0.871, 1.152, 3.564)
H (-1.860, -0.154, 4.281)
H (-3.516, 1.259, 3.900)
C (2.498, 3.469, -6.107)
O (3.482, 2.569, -6.577)
H (1.476, 3.096, -6.176)
H (2.749, 3.787, -5.095)
H (2.579, 4.426, -6.622)
H (3.344, 1.713, -6.165)
C (0.950, 4.830, 2.546)
O (-0.143, 5.712, 2.278)
H (1.818, 5.373, 2.919)
H (0.687, 4.094, 3.306)
H (1.129, 4.393, 1.564)
H (-0.917, 5.263, 1.931)
C (-2.231, 2.599, -2.363)
O (-2.015, 2.929, -1.064)
H (-1.848, 3.234, -3.162)
H (-1.839, 1.585, -2.432)
H (-3.285, 2.356, -2.500)
H (-1.074, 2.904, -0.876)
C (3.271, -2.299, 2.842)
O (4.486, -1.805, 2.317)
H (2.771, -2.722, 1.971)
H (3.387, -3.153, 3.510)
H (2.661, -1.518, 3.295)
H (5.125, -1.594, 3.002)

Atom charges from the Löwdin analysis, given in e for atoms 1 to 4:
1. C -0.050
2. C -0.390
3. C -0.170
4. O -0.208

---

[5]
The following is a quantum chemistry calculation of the molecule C7H14O2, from OMol25.

Results
HOMO level (Eh): -0.3595
Structure (SMILES): C[C@@H](C=O)C(C)(C)CO
Total charge: 0

Geometry (Å):
C (0.878, 0.232, 1.844)
C (-0.148, -0.423, 0.918)
C (-1.531, -0.213, 1.487)
O (-1.782, 0.371, 2.503)
C (-0.090, 0.044, -0.566)
C (-0.650, 1.462, -0.702)
C (-0.884, -0.919, -1.456)
C (1.369, 0.043, -1.075)
O (1.998, -1.211, -1.002)
H (1.898, -0.050, 1.600)
H (0.676, -0.077, 2.868)
H (0.793, 1.314, 1.807)
H (0.004, -1.512, 0.924)
H (-2.340, -0.681, 0.893)
H (-0.581, 1.795, -1.735)
H (-1.695, 1.491, -0.401)
H (-0.098, 2.164, -0.083)
H (-1.921, -1.000, -1.145)
H (-0.868, -0.563, -2.483)
H (-0.430, -1.907, -1.436)
H (1.955, 0.806, -0.547)
H (1.368, 0.298, -2.138)
H (2.080, -1.465, -0.076)

Atom charges from the Löwdin analysis, given in e for atoms 1 to 4:
1. C -0.047
2. C -0.289
3. C -0.248
4. O 0.076

---

[6]
The following is a quantum chemistry calculation of a structure of composition F2V2 at a distorted geometry, from OMol25.

Results
HOMO level (spin up / spin down) (Eh): -0.6725 / -0.6868
Total charge: +2
2S+1: 7

Geometry (Å):
V (0.097, 1.410, 0.939)
V (-0.579, -2.400, -0.355)
F (1.373, 1.281, -0.793)
F (-0.891, -0.290, 0.209)

Taken from the Löwdin analysis, the atomic charges in e are:
1. V 1.413
2. V 1.724
3. F -0.570
4. F -0.566

---

One value per record, in order, for E_tot: -1354.19072; -1004.31826; -661.43337; -2118.73165; -425.58486; -2086.90425 Eh.
One value per record, in order, for relative energy (zero: lowest compared OMol25 entry of this formula, charge and spin): 16.1; 181.9; 399.5; 260.2; 53.5; 0.0 kJ/mol.